No. 1
{"formula": "C5H10O5", "method": "ωB97M-V with the def2-TZVPD basis set", "elements": ["C", "O", "C", "C", "C", "O", "C", "O", "O", "H", "H", "H", "H", "H", "H", "H", "H", "O", "H", "H"], "positions_angstrom": [[-0.6136, -5.6910, 0.7828], [-0.8226, -4.8684, 1.9118], [-1.9090, -4.0116, 1.8047], [-2.2161, -3.4646, 3.1969], [-3.2288, -2.3172, 3.1410], [-3.3989, -1.8299, 4.4508], [-2.7339, -1.2121, 2.2024], [-3.4459, -0.5533, 1.4879], [-1.6319, -2.9240, 0.9392], [-0.2918, -5.1035, -0.0899], [0.1707, -6.4089, 1.0449], [-1.5349, -6.2400, 0.5272], [-2.7726, -4.5303, 1.3561], [-2.6249, -4.2501, 3.8408], [-1.2801, -3.0577, 3.6092], [-4.1705, -2.6892, 2.7108], [-4.2945, -1.4995, 4.5720], [-1.3125, -0.6948, 2.4684], [-0.8351, -2.2364, 1.3450], [-1.0635, -1.0544, 3.3349]], "lowdin_charge": [-0.085, -0.124, -0.449, -0.056, -0.314, 0.014, -0.345, 0.139, -0.057, 0.092, 0.092, 0.093, 0.166, 0.139, 0.131, 0.168, 0.112, -0.010, 0.215, 0.080], "e_above_lowest_kcal_mol": 42.9, "total_energy_ha": -572.675808, "smiles": "CO[C@H](O)C[C@@H](O)C(=O)O"}



No. 2
{"formula": "C21H54BClIN6O8P3S2", "method": "ωB97M-V with the def2-TZVPD basis set", "elements": ["C", "O", "B", "O", "C", "P", "S", "O", "S", "O", "O", "O", "C", "C", "C", "C", "Cl", "C", "C", "C", "I", "H", "H", "H", "H", "H", "H", "H", "H", "H", "H", "H", "H", "H", "H", "H", "H", "H", "H", "O", "P", "N", "C", "C", "N", "C", "C", "N", "C", "C", "H", "H", "H", "H", "H", "H", "H", "H", "H", "H", "H", "H", "H", "H", "H", "H", "H", "H", "O", "P", "N", "C", "C", "N", "C", "C", "N", "C", "C", "H", "H", "H", "H", "H", "H", "H", "H", "H", "H", "H", "H", "H", "H", "H", "H", "H", "H"], "positions_angstrom": [[2.5512, -3.3153, -0.0560], [1.4759, -2.3863, 0.1914], [0.3079, -2.8528, -0.3645], [0.2246, -3.2301, -1.6762], [-0.9013, -2.9585, 0.6848], [-1.3079, -1.0821, 0.7727], [-0.7997, -0.1391, -0.8627], [-0.4933, -3.3231, 2.0225], [-1.8129, -3.3185, 2.9388], [-1.9395, -2.0842, 3.6346], [-1.8474, -4.4839, 3.7459], [-2.8841, -3.4513, 1.7815], [-2.2016, -3.7260, 0.4596], [-2.1392, -5.2700, 0.4555], [-0.8388, -5.8920, -0.0839], [-1.0833, -7.3343, -0.5209], [-1.5512, -8.3794, 0.8290], [-3.2375, -3.1724, -0.5345], [-2.8299, -3.0875, -2.0090], [-2.5644, -4.4269, -2.6876], [-4.5482, -2.1970, -3.0000], [2.9671, -3.1817, -1.0543], [3.3475, -3.0978, 0.6528], [2.2274, -4.3457, 0.0923], [0.6161, -2.5163, -2.2046], [-0.5254, -0.6681, 1.8563], [-2.6543, -0.9093, 1.1051], [-2.9923, -5.7077, -0.0612], [-2.2335, -5.5991, 1.4875], [-0.4305, -5.3682, -0.9455], [-0.1223, -5.9192, 0.7408], [-0.1847, -7.7147, -1.0024], [-1.8558, -7.3345, -1.2902], [-4.0810, -3.8637, -0.4949], [-3.6258, -2.2126, -0.2033], [-2.0517, -2.3511, -2.1693], [-2.8225, -4.3391, -3.7420], [-3.2301, -5.1981, -2.2998], [-1.5166, -4.7138, -2.6557], [-0.2947, 1.8937, -3.1389], [-1.0483, 3.1251, -3.4769], [-1.6170, 2.8247, -5.0534], [-1.5813, 3.7386, -6.1763], [-2.4464, 1.6353, -5.1942], [0.1860, 4.3014, -3.4454], [0.2714, 5.4074, -4.3819], [1.5288, 3.8194, -3.1286], [-2.2205, 4.2835, -3.0017], [-2.1250, 4.5327, -1.5386], [-3.6343, 3.9973, -3.2843], [-1.9208, 4.7486, -5.9246], [-2.2405, 3.3872, -6.9700], [-0.5796, 3.8160, -6.6073], [-3.4202, 1.7346, -4.6961], [-1.9460, 0.7706, -4.7536], [-2.6372, 1.3974, -6.2396], [0.6676, 5.0967, -5.3553], [0.9445, 6.1730, -3.9874], [-0.6921, 5.8930, -4.5242], [1.9860, 3.2735, -3.9624], [1.5181, 3.1696, -2.2590], [2.1681, 4.6714, -2.8866], [-2.3706, 3.6369, -0.9594], [-2.8140, 5.3258, -1.2490], [-1.1166, 4.8452, -1.2753], [-3.9943, 3.0846, -2.7985], [-3.8227, 3.9203, -4.3530], [-4.2330, 4.8336, -2.9219], [4.1727, -0.1367, 5.1992], [3.2415, 0.8821, 4.6592], [2.9950, 0.3959, 3.0495], [3.0048, 1.2490, 1.8769], [2.4615, -0.9471, 2.8695], [4.1821, 2.3012, 4.7733], [4.1780, 3.3549, 3.7748], [5.5305, 2.1405, 5.3131], [1.7919, 1.7791, 4.8695], [1.5998, 2.1104, 6.3061], [0.5315, 1.1790, 4.4077], [2.4258, 2.1695, 2.0052], [2.5600, 0.7288, 1.0278], [4.0209, 1.5267, 1.5836], [1.4229, -1.0399, 3.2210], [3.0552, -1.6780, 3.4237], [2.4785, -1.2447, 1.8275], [4.7766, 3.0943, 2.8945], [4.6063, 4.2666, 4.1997], [3.1683, 3.6105, 3.4598], [6.2155, 1.6706, 4.5975], [5.5224, 1.5448, 6.2202], [5.9312, 3.1222, 5.5756], [1.4568, 1.2109, 6.9131], [0.7238, 2.7469, 6.4292], [2.4664, 2.6469, 6.6871], [0.2951, 0.2320, 4.9038], [0.5380, 1.0170, 3.3309], [-0.2783, 1.8802, 4.6123]], "lowdin_charge": [-0.023, -0.018, -0.818, 0.148, -0.360, 0.563, 0.321, -0.165, 0.571, -0.238, -0.205, -0.190, -0.356, -0.112, -0.243, -0.598, 0.598, -0.232, -0.724, -0.160, 0.839, 0.097, 0.094, 0.098, 0.135, -0.004, 0.015, 0.119, 0.105, 0.091, 0.121, 0.077, 0.072, 0.117, 0.073, 0.019, 0.045, 0.080, 0.065, -0.345, 0.613, -0.311, -0.125, -0.125, -0.303, -0.141, -0.130, -0.275, -0.119, -0.128, 0.068, 0.078, 0.073, 0.061, 0.070, 0.080, 0.072, 0.079, 0.068, 0.086, 0.068, 0.078, 0.081, 0.079, 0.075, 0.087, 0.071, 0.083, -0.286, 0.611, -0.302, -0.114, -0.114, -0.305, -0.142, -0.134, -0.276, -0.123, -0.127, 0.069, 0.079, 0.073, 0.057, 0.083, 0.053, 0.072, 0.078, 0.067, 0.086, 0.069, 0.077, 0.084, 0.078, 0.074, 0.089, 0.058, 0.085], "total_energy_ha": -4366.250665, "smiles": "COB(O)[C@]1([PH2]=S)OS(=O)(=O)O[C@@]1(CCCCl)C[C@@H](C)I.CN(C)P(=O)(N(C)C)N(C)C.CN(C)P(=O)(N(C)C)N(C)C"}



No. 3
{"formula": "C37H61BCl2N5O31P2", "method": "ωB97M-V with the def2-TZVPD basis set", "elements": ["C", "C", "O", "P", "O", "C", "C", "N", "C", "N", "P", "O", "O", "O", "N", "C", "B", "O", "N", "C", "C", "N", "C", "Cl", "C", "C", "Cl", "O", "C", "C", "H", "H", "H", "H", "H", "H", "H", "H", "H", "H", "H", "H", "H", "H", "H", "H", "H", "H", "H", "H", "H", "H", "H", "H", "H", "H", "H", "H", "H", "C", "C", "O", "C", "O", "O", "H", "H", "H", "H", "C", "C", "O", "C", "O", "O", "H", "H", "H", "H", "C", "C", "O", "C", "O", "O", "H", "H", "H", "H", "C", "C", "O", "C", "O", "O", "H", "H", "H", "H", "C", "C", "O", "C", "O", "O", "H", "H", "H", "H", "C", "C", "O", "C", "O", "O", "H", "H", "H", "H", "C", "C", "O", "C", "O", "O", "H", "H", "H", "H", "C", "C", "O", "C", "O", "O", "H", "H", "H", "H"], "positions_angstrom": [[-0.1637, 0.7186, 0.1335], [1.0215, 1.8177, -0.1603], [2.2003, 1.4410, 0.6347], [3.3997, 0.6047, -0.3386], [4.7905, 0.7945, 0.4554], [3.0102, -1.2664, -0.3221], [4.1213, -2.1870, -1.1684], [3.9691, -3.6623, -0.9771], [4.6607, -4.7294, -0.1945], [5.7010, -4.5447, 0.6622], [6.4988, -3.0442, 1.1516], [7.4751, -2.4423, 0.0179], [5.3679, -1.8766, 1.7826], [7.5915, -3.4217, 2.5016], [4.1585, -6.1631, -0.3631], [3.0284, -5.8651, -1.3381], [2.2088, -7.1968, -1.8062], [1.9976, -7.6319, -3.2319], [1.5929, -8.1387, -0.7523], [2.6166, -9.1383, -0.2414], [1.1334, -7.3789, 0.4734], [2.9484, -4.3894, -1.6389], [1.8499, -3.8849, -2.5646], [2.0264, -4.5511, -4.3270], [0.3136, -4.1567, -1.9567], [-0.6804, -4.8798, -3.0825], [-0.5545, -2.6112, -1.4199], [3.6555, 1.2943, -1.9157], [2.9246, 0.5788, -2.9720], [2.4899, 1.7304, -4.0923], [-0.4679, 0.1803, -0.8608], [-1.1050, 1.2766, 0.5776], [0.2481, -0.0775, 0.8961], [1.2301, 2.0295, -1.2921], [0.6314, 2.8483, 0.2978], [1.9197, -1.3860, -0.7640], [2.9390, -1.5947, 0.8126], [3.8653, -1.9628, -2.3143], [5.1901, -1.7392, -1.0190], [6.0847, -5.4351, 1.1050], [5.9462, -1.0598, 1.9866], [8.5505, -3.3132, 2.1652], [1.7307, -8.5987, -3.2069], [3.0025, -9.7865, -1.1443], [3.5363, -8.6454, 0.2929], [2.0807, -9.8385, 0.5312], [2.0215, -6.8749, 1.0873], [0.2660, -6.6117, 0.2844], [0.6847, -8.1980, 1.2169], [1.8681, -2.7007, -2.7168], [0.4258, -4.8521, -0.9975], [-0.7834, -4.2322, -4.0756], [-0.3466, -5.9955, -3.3023], [-1.7891, -4.9290, -2.6424], [1.9687, 0.0253, -2.5861], [3.7125, -0.1368, -3.4993], [1.8969, 2.5763, -3.5010], [1.8391, 1.2659, -4.9713], [3.4433, 2.2737, -4.5417], [-3.4716, -2.9778, -7.0545], [-3.9481, -3.6003, -5.7823], [-2.8273, -3.4892, -4.9259], [-2.0692, -2.4559, -5.3962], [-1.1187, -1.9735, -4.8033], [-2.5141, -2.0326, -6.6154], [-4.2781, -2.4855, -7.6048], [-2.9790, -3.6995, -7.7144], [-4.7877, -3.0547, -5.3387], [-4.2342, -4.6475, -5.9131], [0.4441, 1.7552, 3.9254], [-0.0745, 1.1703, 5.1990], [-1.3631, 1.7424, 5.3187], [-1.7593, 2.0951, 4.0608], [-2.8860, 2.4613, 3.7709], [-0.7308, 1.9836, 3.1702], [1.1175, 1.0739, 3.3982], [0.9553, 2.7109, 4.0818], [-0.1744, 0.0809, 5.1486], [0.5471, 1.4307, 6.0600], [-3.9242, 0.7085, -3.2869], [-3.6384, 1.1792, -1.8977], [-2.3073, 1.6518, -1.9816], [-2.0807, 1.9697, -3.2898], [-1.0952, 2.5643, -3.6933], [-3.1009, 1.5365, -4.0867], [-4.9763, 0.8291, -3.5592], [-3.6334, -0.3356, -3.4428], [-4.2889, 2.0063, -1.5943], [-3.7189, 0.3751, -1.1611], [-3.9730, 6.0330, 5.3160], [-2.5976, 5.6412, 4.8827], [-1.8079, 6.7522, 5.2626], [-2.4749, 7.3872, 6.2703], [-2.0047, 8.2853, 6.9486], [-3.7356, 6.8857, 6.4204], [-4.5769, 5.1716, 5.6141], [-4.5104, 6.5948, 4.5448], [-2.2318, 4.7516, 5.4062], [-2.5338, 5.4705, 3.8045], [-0.6971, 4.9263, 7.8951], [-1.2212, 4.1699, 9.0724], [-0.7157, 2.8637, 8.8713], [0.3894, 2.9834, 8.0788], [1.1705, 2.0764, 7.8447], [0.5066, 4.2502, 7.5837], [-0.5025, 5.9768, 8.1280], [-1.3671, 4.8714, 7.0307], [-0.8364, 4.5558, 10.0223], [-2.3140, 4.1616, 9.1087], [-1.9399, -1.8887, 3.5056], [-2.3155, -3.3230, 3.3193], [-3.3087, -3.2712, 2.3128], [-3.1059, -2.1161, 1.6142], [-3.6729, -1.8329, 0.5721], [-2.1855, -1.3202, 2.2331], [-0.8909, -1.7663, 3.7889], [-2.5698, -1.3841, 4.2457], [-1.4787, -3.9310, 2.9596], [-2.7131, -3.7712, 4.2340], [-1.6044, 2.3738, -8.0182], [-2.7522, 1.8694, -7.2052], [-3.8164, 1.8254, -8.1367], [-3.2544, 1.7254, -9.3768], [-3.8785, 1.4956, -10.3993], [-1.9036, 1.9150, -9.3231], [-0.6453, 1.9744, -7.6773], [-1.5501, 3.4674, -8.0318], [-2.5788, 0.8596, -6.8183], [-2.9945, 2.5330, -6.3706], [1.1780, 8.2875, 1.9900], [-0.0922, 9.0384, 2.2261], [-1.0408, 8.3229, 1.4577], [-0.5559, 7.0556, 1.3083], [-1.1932, 6.1245, 0.8450], [0.7341, 6.9661, 1.7458], [1.8468, 8.3182, 2.8545], [1.7189, 8.6473, 1.1085], [-0.4005, 9.0185, 3.2767], [-0.0287, 10.0782, 1.8939]], "lowdin_charge": [-0.097, -0.246, -0.275, 0.791, -0.385, -0.198, -0.124, 0.024, -0.184, -0.001, 0.748, -0.361, -0.203, -0.217, 0.175, 0.033, -0.385, 0.026, -0.153, -0.111, -0.135, -0.031, -0.509, 0.635, -0.611, -0.164, 0.613, -0.262, -0.294, -0.082, 0.039, 0.097, 0.080, 0.108, 0.149, 0.046, 0.118, 0.127, 0.134, 0.171, 0.122, 0.114, 0.123, 0.114, 0.092, 0.111, 0.101, 0.092, 0.117, 0.108, 0.094, 0.061, 0.088, 0.104, 0.109, 0.130, 0.087, 0.096, 0.097, -0.126, -0.127, 0.028, -0.524, 0.099, 0.064, 0.146, 0.141, 0.139, 0.143, -0.120, -0.129, 0.062, -0.521, 0.125, 0.043, 0.131, 0.146, 0.122, 0.104, -0.124, -0.121, 0.039, -0.503, 0.123, 0.041, 0.143, 0.130, 0.143, 0.130, -0.122, -0.144, 0.048, -0.533, 0.130, 0.066, 0.143, 0.142, 0.104, 0.142, -0.123, -0.120, 0.074, -0.508, 0.111, 0.078, 0.147, 0.104, 0.142, 0.143, -0.141, -0.135, 0.069, -0.516, 0.118, 0.046, 0.129, 0.144, 0.133, 0.142, -0.133, -0.145, 0.063, -0.517, 0.132, 0.064, 0.136, 0.139, 0.124, 0.128, -0.138, -0.137, 0.063, -0.521, 0.122, 0.058, 0.139, 0.137, 0.134, 0.140], "total_energy_ha": -5680.325127, "total_charge": 1}



No. 4
{"formula": "C37H29N12Sm", "method": "ωB97M-V with the def2-TZVPD basis set", "elements": ["Sm", "C", "C", "C", "C", "C", "N", "C", "N", "C", "C", "C", "C", "C", "C", "C", "C", "N", "C", "N", "C", "N", "C", "N", "C", "N", "C", "C", "C", "C", "C", "C", "C", "C", "C", "C", "C", "C", "N", "C", "C", "H", "H", "H", "H", "H", "H", "H", "H", "H", "H", "H", "H", "H", "H", "H", "H", "N", "C", "C", "N", "C", "C", "N", "H", "H", "H", "H", "H", "H", "H", "H", "H", "H", "H", "H", "H", "N", "C"], "positions_angstrom": [[-1.0730, -0.2572, 1.8456], [5.8061, 2.8616, -2.2057], [6.6455, 2.4074, -1.1872], [6.1382, 1.7832, -0.0630], [4.7614, 1.6327, 0.0293], [3.9334, 1.0004, 1.0288], [2.6326, 1.1150, 0.6022], [2.5638, 1.6921, -0.6822], [1.6172, 1.7823, -1.5598], [0.4452, 1.2137, -1.7997], [-0.0904, 1.1941, -3.1472], [0.2798, 1.8383, -4.3217], [-0.3772, 1.5010, -5.4864], [-1.3826, 0.5307, -5.4951], [-1.7405, -0.1418, -4.3447], [-1.0874, 0.1889, -3.1640], [-1.0968, -0.3671, -1.8306], [-1.5792, -1.5858, -1.5287], [-1.0504, -2.2833, -0.5456], [-0.1794, -1.8018, 0.4036], [0.4268, -2.8486, 1.0317], [1.4804, -2.7873, 1.8097], [2.0607, -1.6731, 2.2456], [3.3108, -1.6766, 2.6657], [3.5212, -0.3260, 2.8412], [4.3801, 0.2882, 2.0288], [2.3875, 0.4459, 3.2762], [2.1919, 1.7516, 3.6389], [1.1504, 2.4375, 2.9701], [0.6548, 1.9201, 1.7967], [1.3553, 0.6941, 1.2297], [1.4491, -0.2679, 2.3898], [-0.1643, -4.0962, 0.5502], [0.0769, -5.4240, 0.8484], [-0.6475, -6.3855, 0.1612], [-1.5865, -6.0296, -0.8026], [-1.8324, -4.7030, -1.1123], [-1.1141, -3.7354, -0.4299], [-0.2805, 0.3517, -1.0232], [3.9128, 2.0882, -1.0005], [4.4376, 2.7051, -2.1295], [6.2438, 3.3355, -3.0731], [7.7115, 2.5381, -1.2931], [6.7848, 1.4082, 0.7142], [1.0752, 2.5675, -4.3145], [-0.0973, 1.9711, -6.4180], [-1.8734, 0.2883, -6.4256], [-2.4852, -0.9234, -4.3591], [2.8069, 2.2469, 4.3736], [0.8157, 3.3970, 3.3488], [0.1101, 2.5610, 1.1011], [0.8185, 0.2567, 0.3904], [0.8074, -5.6844, 1.5966], [-0.4845, -7.4336, 0.3655], [-2.1306, -6.8031, -1.3262], [-2.5569, -4.4265, -1.8647], [3.7792, 3.0397, -2.9167], [-2.2347, 2.0394, 2.9346], [-3.4619, 2.4563, 2.2484], [-3.2442, 2.4006, 0.7300], [-2.8862, 1.0488, 0.2868], [-4.0111, 0.2483, -0.2183], [-4.5064, -0.7689, 0.8152], [-3.3885, -1.6324, 1.2028], [-2.4547, 1.7484, 3.8863], [-1.6022, 2.8378, 3.0088], [-3.7684, 3.4748, 2.5270], [-4.2691, 1.7729, 2.5226], [-2.4251, 3.0815, 0.4737], [-4.1555, 2.7592, 0.2301], [-2.2150, 1.1356, -0.4804], [-3.6664, -0.3106, -1.0933], [-4.8482, 0.8896, -0.5222], [-5.3419, -1.3329, 0.3763], [-4.8738, -0.2629, 1.7120], [-3.1753, -2.2667, 0.4293], [-3.6579, -2.2128, 1.9970], [-1.9820, -0.7208, 3.8745], [-1.4965, -1.7600, 3.6289]], "mulliken_spin": [5.050, 0.002, -0.004, 0.002, -0.004, -0.004, 0.000, -0.014, 0.006, -0.010, 0.007, -0.003, 0.004, -0.003, 0.004, -0.003, 0.014, -0.009, 0.017, -0.027, 0.007, 0.002, -0.001, -0.003, 0.001, -0.005, 0.002, -0.003, -0.006, 0.005, 0.020, -0.022, 0.005, -0.001, 0.003, -0.002, 0.004, -0.003, 0.001, -0.001, -0.003, 0.000, 0.000, 0.000, 0.000, 0.000, 0.000, 0.000, 0.000, 0.000, -0.002, -0.025, 0.000, 0.000, 0.000, 0.000, -0.001, 0.003, 0.002, 0.000, -0.001, -0.003, 0.003, -0.003, 0.001, 0.002, 0.000, 0.000, 0.000, 0.000, -0.003, -0.001, 0.000, 0.000, 0.000, 0.001, 0.001, -0.003, 0.002], "spin_multiplicity": 6, "e_above_lowest_kcal_mol": 189.5, "total_energy_ha": -2742.309975}